No. 1
46
Properties=species:S:1:pos:R:3:forces:R:3:nbo_charge:R:1 method="wB97M-V/def2-TZVPD" lumo_ev=0.044 spin_multiplicity=1 e_tot_ha=-6144.4135
K -0.178518 -0.066818 -0.056363 -0.233 -0.136 -0.009 0.88
C 4.226540 -0.057568 1.434250 0.058 0.048 -0.058 -0.94
As 3.017679 0.535122 0.023409 -0.082 0.093 -0.023 0.83
C 4.068766 -0.032427 -1.521455 0.070 0.047 0.065 -0.94
C 3.461194 2.449480 0.002845 0.136 -0.087 0.002 -0.23
C 4.808563 2.819161 0.007164 -0.049 0.037 -0.001 -0.25
C 5.189272 4.147866 0.005299 0.062 0.043 -0.001 -0.19
C 4.218906 5.139289 0.001036 -0.059 0.032 0.000 -0.21
C 2.881572 4.786228 -0.007273 0.048 -0.084 -0.001 -0.21
C 2.482845 3.446767 -0.009651 -0.108 0.116 -0.005 -0.37
As 0.548614 3.051744 -0.030360 0.230 0.430 0.039 0.83
C -0.002247 4.344296 -1.394520 0.031 -0.062 0.020 -0.94
C 0.036721 4.142454 1.515798 0.027 -0.056 -0.043 -0.93
H 5.250889 0.238858 1.214920 0.029 -0.037 0.069 0.22
H 4.169092 -1.142527 1.504141 0.002 -0.010 0.010 0.24
H 3.913786 0.377053 2.381501 0.014 -0.009 0.020 0.23
H 5.094491 0.322656 -1.430610 0.020 -0.037 -0.068 0.22
H 3.624216 0.368077 -2.430368 0.004 -0.002 -0.015 0.23
H 4.060119 -1.120119 -1.571212 0.002 -0.008 -0.007 0.24
H 5.582086 2.060798 0.011900 -0.022 -0.027 0.000 0.21
H 6.239063 4.412317 0.008472 -0.002 -0.009 0.001 0.22
H 4.498860 6.184942 0.003255 0.025 -0.010 -0.001 0.22
H 2.140185 5.574817 -0.011054 -0.016 0.007 0.001 0.21
H 0.334326 5.344638 -1.131170 -0.025 0.036 -0.054 0.22
H -1.089581 4.338056 -1.456126 -0.007 -0.003 -0.012 0.23
H 0.410220 4.063321 -2.361638 -0.008 0.002 -0.010 0.23
H 0.441747 5.146906 1.407876 -0.025 0.029 0.060 0.22
H 0.415169 3.695725 2.433132 -0.003 -0.008 0.005 0.23
H -1.050103 4.192768 1.565839 -0.006 0.002 0.013 0.23
I -3.521283 -0.855943 0.042043 -0.245 0.395 0.007 0.07
C -3.295463 -2.928070 0.027514 0.427 -0.377 -0.012 -0.09
C -4.422520 -3.693751 0.048954 -0.046 -0.036 0.001 -0.28
C -4.297666 -5.102036 0.040150 -0.074 0.035 0.003 -0.22
C -3.063114 -5.675892 0.010650 0.041 0.115 -0.001 -0.21
C -1.889604 -4.876960 -0.011718 0.052 -0.377 -0.002 0.02
C -0.610526 -5.494386 -0.042316 -0.074 0.044 0.001 -0.25
C 0.510005 -4.721313 -0.062903 -0.173 0.145 0.006 -0.21
C 0.382689 -3.303076 -0.053838 0.411 -0.349 -0.013 -0.32
C -0.808665 -2.614488 -0.026159 -0.248 -0.388 0.008 -0.43
C -1.968314 -3.461255 -0.004137 -0.131 0.243 0.004 -0.18
H -5.401283 -3.234002 0.072432 -0.006 -0.016 0.001 0.22
H -5.187253 -5.719290 0.057209 -0.021 0.042 0.000 0.21
H -2.964024 -6.755575 0.003931 0.036 0.003 -0.001 0.20
H -0.552683 -6.577154 -0.048760 0.004 0.005 0.000 0.20
H 1.487964 -5.190602 -0.086124 0.029 0.045 0.000 0.20
H 1.343969 -2.772585 -0.071166 -0.098 0.137 0.002 0.15


No. 2
17
Properties=species:S:1:pos:R:3:forces:R:3:nbo_charge:R:1 method="wB97M-V/def2-TZVPD" charge=+1 e_above_lowest_kcal_mol=37.69 lumo_ev="-3.780 / -9.467" spin_multiplicity=2 e_tot_ha=-417.0615
O -2.473210 0.667810 0.668712 0.456 -0.662 -0.407 -0.52
C -1.478018 0.470389 1.323391 -0.295 1.704 1.587 0.53
N -0.311146 1.172713 1.096966 0.344 -0.186 -1.550 -0.61
C -0.242029 1.841052 -0.186617 0.965 -1.052 3.330 -0.16
N 0.255748 1.001472 -1.223024 -1.754 1.727 -1.518 -0.33
H -1.430401 0.027534 2.321615 -0.360 -0.864 -0.171 0.17
H 0.456197 1.164312 1.754841 -0.043 -0.040 -0.084 0.44
H 0.330583 2.770886 -0.089488 -0.107 0.061 -0.635 0.28
H -1.328909 2.070011 -0.316353 -0.173 -0.028 -0.894 0.35
H 0.333144 -0.010169 -1.301361 -0.409 -0.183 0.701 0.43
H -0.087957 1.431064 -2.091017 0.815 -0.418 -0.458 0.42
H 1.142586 -2.380780 -0.596330 0.400 -0.302 0.355 0.46
H 0.708259 -3.653692 0.148213 0.039 0.000 0.003 0.48
O 0.678284 -3.215434 -0.707293 -0.434 0.081 -0.240 -0.95
H 3.168641 -1.388015 -1.040536 -0.352 0.275 0.122 0.51
H 1.912237 -0.463358 -0.898867 0.680 0.219 -0.477 0.43
O 2.509335 -1.029285 -0.420468 0.228 -0.333 0.337 -0.92


No. 3
107
Properties=species:S:1:pos:R:3:forces:R:3:lowdin_charge:R:1 method="wB97M-V/def2-TZVPD" e_above_lowest_kcal_mol=0.00 lumo_ev=-0.496 spin_multiplicity=5 e_tot_ha=-4583.6941
Cr -0.169611 -30.649275 -2.289099 -0.106 1.064 -0.003 0.89
O -3.339602 -29.980533 -5.810637 0.364 -0.120 -0.406 0.15
C -3.714478 -29.465035 -4.802776 -0.359 0.192 0.266 -0.39
O -4.835100 -28.805493 -4.603555 0.033 -0.245 0.119 0.26
B -5.067271 -28.681966 -3.148137 -0.293 0.157 -0.269 -0.88
O -3.698085 -28.914002 -2.558349 0.191 -0.177 0.134 0.25
C -2.966846 -29.500253 -3.449228 -0.491 0.329 -0.034 -0.34
O -1.891621 -30.016032 -3.283245 0.648 -0.522 -0.398 0.05
O -5.955722 -29.739160 -2.647471 0.278 -0.134 -0.204 0.21
C -6.877832 -29.194698 -1.867604 -0.053 0.144 0.102 -0.39
O -7.653621 -29.785963 -1.187250 -0.301 -0.182 0.184 0.17
C -6.726219 -27.661139 -1.977333 0.457 -0.157 -0.464 -0.37
O -5.649893 -27.433685 -2.753713 0.047 0.091 0.160 0.25
O -7.415970 -26.834761 -1.491598 -0.376 0.348 0.334 0.19
O 2.421339 -26.917052 -1.386138 0.346 -0.159 0.141 0.15
C 1.382656 -26.399892 -1.687304 -0.237 -0.013 -0.056 -0.40
O 1.106525 -25.133939 -1.820693 -0.061 -0.011 -0.127 0.25
B -0.327565 -24.960715 -2.223344 0.361 1.022 0.186 -0.87
O -0.846150 -26.345963 -2.335253 0.053 -0.502 0.251 0.25
C 0.095712 -27.188385 -2.002209 -0.061 0.466 -0.191 -0.36
O 0.013254 -28.388370 -1.967709 -0.245 -0.110 -0.003 0.08
O -1.018714 -24.157143 -1.218035 -0.166 -0.428 -0.108 0.23
C -1.650584 -23.141502 -1.815975 0.412 -0.215 -0.075 -0.38
O -2.305202 -22.313772 -1.276459 -0.315 0.276 0.129 0.18
C -1.299738 -23.217804 -3.324446 -0.058 0.086 0.246 -0.38
O -0.452506 -24.235284 -3.480799 -0.034 -0.385 -0.089 0.23
O -1.698142 -22.488058 -4.173011 -0.009 0.103 -0.232 0.17
C 5.393128 -33.451620 -3.268773 0.024 -0.273 0.127 -0.03
C 4.748653 -34.417359 -2.290021 0.116 -0.129 -0.142 -0.31
O 3.572042 -33.733304 -1.906611 -0.162 0.018 -0.192 0.12
C 3.238890 -32.874681 -2.917198 0.293 0.226 0.125 -0.54
O 2.217062 -32.283754 -2.986621 -0.012 -0.194 -0.148 0.17
O 4.254671 -32.773000 -3.808455 -0.057 -0.171 0.094 0.07
F 5.527434 -34.663883 -1.214813 -0.099 0.225 0.126 0.09
H 5.950419 -33.985369 -4.031951 -0.086 0.228 -0.238 0.14
H 6.027379 -32.731818 -2.752548 0.079 -0.064 0.066 0.15
H 4.468195 -35.376943 -2.729349 0.045 -0.029 0.029 0.17
O -0.682733 -32.364460 -3.744842 -0.300 -0.097 0.477 0.04
C -0.775838 -33.027306 -4.744811 0.162 0.115 -0.567 -0.50
O -1.730144 -33.926561 -4.965225 0.001 -0.203 -0.019 0.02
C -2.827850 -34.021808 -4.047421 -0.655 -0.206 0.439 -0.21
C -4.065649 -33.339774 -4.601955 0.350 -0.130 0.055 -0.03
C 0.187629 -32.941636 -5.892900 0.380 -0.240 0.515 0.06
H -2.559819 -33.645703 -3.058442 0.179 0.321 -0.229 0.09
H -3.054279 -35.079972 -3.893421 0.308 -0.064 -0.303 0.13
H -3.858197 -32.309149 -4.879576 -0.050 0.138 0.148 0.07
H -4.834574 -33.392978 -3.830749 -0.131 0.167 -0.152 0.08
H -4.415551 -33.848989 -5.498032 -0.042 -0.069 0.013 0.09
H 0.980970 -32.251664 -5.617339 -0.122 0.161 -0.099 0.07
H -0.325160 -32.634913 -6.798650 -0.005 -0.046 -0.103 0.10
H 0.650415 -33.923066 -6.024135 -0.194 0.002 -0.255 0.10
O 1.522841 -30.324301 -1.002004 -0.150 -0.265 0.068 0.01
C 2.417808 -30.049505 -0.229113 0.189 0.014 -0.264 -0.49
O 2.271796 -29.383173 0.891668 0.035 -0.006 0.248 0.04
C 0.961732 -28.940840 1.300093 -0.203 -0.263 0.667 -0.18
C 0.792976 -29.264947 2.787373 -0.039 0.342 -0.604 -0.04
C 3.840553 -30.449479 -0.469948 -0.028 -0.207 -0.027 0.07
H 0.217739 -29.466516 0.711046 -0.101 0.136 -0.218 0.09
H 0.921267 -27.867373 1.132528 -0.063 0.009 -0.186 0.13
H 1.467976 -28.653457 3.383320 0.102 -0.206 0.089 0.08
H 0.959661 -30.327521 2.956982 0.096 0.024 0.147 0.07
H -0.226034 -29.021662 3.092731 -0.004 -0.012 -0.033 0.08
H 3.887050 -31.528507 -0.629650 -0.098 0.062 -0.038 0.08
H 4.472079 -30.203799 0.376409 0.067 0.204 -0.070 0.10
H 4.164168 -29.947297 -1.381209 0.154 0.039 0.063 0.10
O 0.822728 -29.954530 -4.190313 -0.535 -0.279 0.335 0.03
C 1.618384 -29.477273 -4.965206 0.582 0.433 -0.018 -0.50
O 1.273499 -28.806538 -6.048259 0.102 -0.278 -0.103 0.03
C -0.133391 -28.623303 -6.319090 -0.789 0.254 -0.046 -0.18
C -0.649397 -27.378157 -5.624340 0.318 -0.005 -0.070 -0.02
C 3.108635 -29.558156 -4.766738 -0.284 -0.035 -0.278 0.06
H -0.726089 -29.490299 -6.028136 0.283 -0.156 0.133 0.10
H -0.212838 -28.518219 -7.398963 0.202 -0.002 -0.011 0.13
H -0.086622 -26.506092 -5.960721 -0.021 0.034 0.132 0.09
H -0.562265 -27.468800 -4.540790 -0.063 0.007 -0.123 0.06
H -1.693836 -27.208505 -5.879503 -0.081 -0.072 0.002 0.09
H 3.290869 -29.441015 -3.701283 0.182 -0.004 -0.025 0.09
H 3.619941 -28.811489 -5.366109 0.008 0.143 0.131 0.09
H 3.457701 -30.536308 -5.100561 -0.057 -0.073 0.164 0.09
O -1.726217 -30.401340 -0.675026 0.304 -0.330 0.115 0.03
C -2.607790 -29.950819 0.027479 -0.060 0.625 -0.026 -0.50
O -3.530536 -30.709129 0.586925 -0.302 -0.177 0.061 0.04
C -3.613454 -32.081844 0.143717 0.620 -0.248 0.018 -0.17
C -4.429340 -32.196293 -1.121218 -0.408 -0.208 0.345 -0.03
C -2.785267 -28.493167 0.335838 0.408 -0.179 0.712 0.07
H -4.030242 -32.643530 0.974889 -0.269 0.233 0.059 0.13
H -2.596888 -32.457846 -0.011910 -0.081 0.091 0.015 0.11
H -3.823286 -32.051380 -2.010503 0.014 0.081 -0.088 0.06
H -5.247763 -31.478420 -1.116831 0.051 0.037 -0.040 0.08
H -4.900411 -33.182701 -1.137779 0.159 -0.033 -0.216 0.09
H -1.846760 -27.970993 0.172040 -0.093 0.080 -0.401 0.08
H -3.035546 -28.352311 1.389091 -0.242 -0.134 -0.082 0.10
H -3.588795 -28.095682 -0.278680 0.109 0.091 -0.045 0.10
O 0.000795 -32.548659 -1.057260 -0.311 -0.129 -0.133 0.04
C 0.280417 -33.410041 -0.264038 0.211 -0.259 0.183 -0.50
O 0.492355 -34.674306 -0.616716 -0.144 -0.153 0.197 0.03
C 0.177571 -35.038031 -1.969744 -0.116 -0.144 -0.603 -0.20
C 0.263889 -36.548673 -2.086338 0.550 0.304 0.368 -0.04
C 0.426936 -33.201622 1.209992 0.046 0.351 0.343 0.06
H 0.875616 -34.545959 -2.650890 -0.047 0.098 0.114 0.11
H -0.822051 -34.681990 -2.230624 0.089 0.072 0.257 0.11
H 1.308107 -36.850096 -2.192357 -0.060 -0.096 -0.025 0.07
H -0.290794 -36.900798 -2.950397 -0.092 -0.060 -0.018 0.08
H -0.102419 -37.002056 -1.166324 -0.236 -0.115 -0.144 0.08
H 1.360148 -33.624118 1.578791 0.014 -0.065 -0.076 0.10
H -0.385982 -33.673638 1.763495 -0.023 -0.156 -0.179 0.10
H 0.391080 -32.136913 1.437302 0.061 -0.021 -0.133 0.08


No. 4
17
Properties=species:S:1:pos:R:3:forces:R:3:nbo_charge:R:1 method="wB97M-V/def2-TZVPD" e_above_lowest_kcal_mol=24.15 lumo_ev=0.435 spin_multiplicity=1 e_tot_ha=-1159.1290
N -2.300882 -1.489821 1.336113 -1.400 -0.272 0.400 -0.79
C -1.322628 -0.818682 0.711478 2.320 0.178 -0.306 0.23
C -1.423500 0.482531 0.178538 0.430 -0.145 -0.656 -0.30
C -0.389139 1.105046 -0.509442 0.281 -1.059 0.644 -0.14
C 0.836884 0.400376 -0.644938 -0.735 1.047 1.099 -0.39
S 2.192215 1.427793 -1.205682 -0.150 -0.552 -1.935 1.45
O 1.695951 2.772246 -1.445045 -0.053 0.253 0.950 -0.94
S 3.880597 1.080485 -0.362891 -0.605 -0.022 0.004 -0.43
C 0.976699 -0.859772 -0.025374 2.480 -0.722 -0.344 -0.14
C -0.082281 -1.484556 0.620539 0.041 1.669 -0.681 -0.28
H -3.155020 -1.025826 1.241958 -1.624 0.386 0.347 0.38
H -2.246672 -2.131813 2.118902 0.597 0.312 -0.519 0.41
H -2.247090 1.155339 0.207456 -1.229 -0.330 0.632 0.22
H -0.638876 2.141951 -0.774147 0.978 -0.585 -0.337 0.25
H 2.235690 1.003287 -2.511198 0.442 -0.433 0.514 0.02
H 2.054971 -1.342578 -0.074738 -2.433 0.945 0.229 0.25
H -0.066920 -2.416007 1.138471 0.659 -0.672 -0.042 0.22